Formula: C33H50CoI2N3O5Si4
Source: the OMol25 dataset
Level of theory: wB97M-V/def2-TZVPD

Geometry as XYZ:
```
98
Properties=species:S:1:pos:R:3:forces:R:3:mulliken_spin:R:1
Co -0.395569 0.448836 0.107764 -0.1539 -0.7000 0.2538 2.705
C 0.718867 1.558504 4.330095 0.0397 0.0551 0.1385 -0.001
C -0.522252 2.252344 3.865805 -0.1115 -0.1792 -0.1555 0.005
N -1.026248 3.225438 4.573745 -0.0088 0.0960 0.0591 0.000
C -2.129250 3.863653 4.111483 0.0485 -0.0802 -0.0199 0.005
C -2.692700 3.599062 2.893109 0.0028 -0.0005 0.0545 -0.005
C -3.844925 4.454154 2.442014 0.0242 0.0006 -0.0532 0.001
O -3.459838 5.428871 1.466407 -0.0082 -0.0219 0.0386 0.000
C -2.148702 2.558013 2.093140 -0.1406 0.1822 -0.3668 0.003
C -2.607875 2.438539 0.722969 -0.0962 0.0334 0.3744 0.000
N -2.226664 1.586557 -0.157653 0.2874 0.1769 -0.2749 0.039
C -2.649104 1.888101 -1.489145 0.0896 -0.1079 0.1774 0.005
C -1.924843 2.839915 -2.202040 -0.0217 -0.0245 -0.1820 0.000
C -2.246070 3.126156 -3.517635 0.0252 -0.0028 0.0618 0.000
C -3.305279 2.472387 -4.131293 -0.0376 -0.0052 -0.0083 0.003
C -4.051775 1.548755 -3.418065 -0.0359 -0.0422 0.0077 -0.002
C -3.725708 1.256357 -2.099290 0.1201 0.2145 -0.0681 0.000
I -4.898272 -0.056353 -1.009506 -0.0679 -0.1732 0.0333 0.000
C -1.098653 1.785372 2.618455 -0.0042 -0.1997 0.3189 0.018
O -0.629337 0.710621 2.104298 0.2841 0.2474 -0.4539 0.070
H 1.179205 2.138513 5.129008 -0.0081 -0.0293 0.0081 0.000
H 1.409645 1.439689 3.494898 0.0207 -0.0061 -0.0154 0.001
H 0.494160 0.552767 4.693773 -0.0114 -0.0061 -0.0330 0.001
H -2.550381 4.628311 4.755577 0.0325 0.0115 0.0094 0.000
H -4.279607 4.947021 3.316664 0.0028 0.0230 0.0067 0.000
H -4.631675 3.861767 1.973838 -0.0184 -0.0024 0.0208 0.000
H -2.589186 5.751924 1.722288 -0.0006 -0.0016 -0.0164 0.000
H -3.310119 3.213456 0.413000 0.0068 -0.0173 -0.0680 0.002
H -1.086790 3.318179 -1.710966 -0.0934 0.0351 0.0141 -0.004
H -1.660866 3.855018 -4.063995 -0.0086 0.0026 -0.0034 0.000
H -3.559380 2.687346 -5.161469 -0.0007 -0.0156 0.0045 0.000
H -4.893613 1.049630 -3.878995 0.0097 0.0017 -0.0109 0.000
I 5.274766 4.499097 -5.354289 0.0958 0.0616 -0.0881 0.000
C 3.849853 3.663903 -4.083101 -0.0829 -0.0510 0.0848 0.000
C 3.644439 4.225340 -2.830797 -0.0266 0.0016 0.0130 0.001
C 2.697591 3.661369 -1.987016 -0.0054 0.0338 -0.0263 0.001
C 1.972680 2.548217 -2.390484 -0.1487 -0.0856 0.0350 0.008
C 2.186536 2.000208 -3.648239 0.1263 0.0254 -0.0711 0.005
C 3.127555 2.556656 -4.503901 -0.0470 -0.0099 0.0403 0.000
C 0.962613 1.909727 -1.467033 0.1294 0.1676 -0.1841 -0.035
O 0.732842 2.438823 -0.354321 0.0140 0.0271 0.0545 0.033
O 0.402708 0.856811 -1.862362 -0.0173 -0.1209 0.2025 0.024
H 4.210643 5.093238 -2.520575 0.0038 -0.0056 -0.0004 0.000
H 2.501001 4.079184 -1.007278 0.0147 -0.0082 -0.0052 0.001
H 1.615297 1.128696 -3.940159 -0.0087 0.0017 0.0138 0.001
H 3.296522 2.129535 -5.482877 0.0109 0.0045 -0.0017 0.000
C 4.966215 1.707435 1.800163 0.0232 -0.0549 0.0162 0.000
N 3.851440 0.790437 1.783440 -0.0200 0.0112 -0.0681 0.002
C 3.721740 -0.160330 2.868651 0.0132 0.0575 -0.0091 0.001
C 2.973414 0.792010 0.759054 -0.0141 0.0636 -0.0671 0.003
O 2.007760 0.058629 0.662887 -0.0932 0.0864 0.2503 0.018
H 4.928744 2.342490 2.689068 0.0000 0.0002 -0.0062 0.000
H 4.924511 2.342749 0.916374 0.0131 0.0051 0.0129 0.000
H 5.919657 1.171852 1.798604 -0.0069 -0.0104 0.0003 0.000
H 3.882419 0.347860 3.821322 -0.0076 -0.0129 0.0094 0.000
H 4.450535 -0.968927 2.765063 0.0096 0.0076 0.0222 0.000
H 2.722883 -0.584661 2.847305 -0.0083 0.0049 -0.0236 0.000
H 3.236452 1.523640 -0.019416 -0.0822 0.0878 0.0421 0.001
C -0.854003 -4.556966 -2.808587 -0.0440 -0.0473 0.0561 0.008
Si -0.577972 -2.737660 -2.340392 -0.0520 -0.1614 -0.1133 0.007
C -1.889523 -1.801734 -3.313046 -0.0739 0.1153 0.0046 0.000
C 1.060844 -2.260100 -3.141527 0.0692 0.0458 -0.0386 0.001
Si -0.518310 -2.137217 -0.094958 0.0103 0.4127 0.0801 0.044
Si -2.057186 -3.242927 1.290825 -0.0173 -0.1815 0.0116 0.004
C -1.762812 -5.098320 1.550951 0.0613 -0.0685 -0.0696 0.008
C -1.941412 -2.475844 3.009116 -0.0102 0.0548 0.1011 -0.002
C -3.891466 -3.224025 0.825916 -0.0113 0.0729 -0.1279 0.001
Si 1.418294 -3.258063 0.628310 0.1409 -0.0270 0.0489 0.005
C 1.640054 -3.071002 2.508642 -0.0711 0.0106 0.0887 0.004
C 3.068496 -2.708168 -0.126880 0.0489 0.1310 -0.1627 0.000
C 1.478773 -5.142802 0.301343 -0.0654 -0.0045 0.0159 0.008
H -1.085018 -4.627901 -3.877137 0.0092 -0.0126 0.0211 0.000
H -1.684964 -5.002391 -2.253605 0.0133 0.0244 -0.0288 0.000
H 0.034435 -5.163812 -2.620493 0.0014 0.0064 0.0333 0.000
H -1.766187 -2.022912 -4.378840 -0.0492 0.0166 0.0051 0.000
H -1.793660 -0.721445 -3.175103 0.0214 -0.0078 0.0136 0.001
H -2.898981 -2.093305 -3.015426 -0.0538 0.0120 0.0040 0.000
H 0.942617 -2.251140 -4.230622 0.0378 0.0059 0.0024 0.000
H 1.849267 -2.971717 -2.893110 0.0302 -0.0252 -0.0023 0.000
H 1.379042 -1.267405 -2.814519 -0.0328 -0.0132 -0.0117 0.000
H -0.815980 -5.308780 2.050353 0.0309 0.0247 -0.0178 0.000
H -1.762408 -5.638483 0.599689 -0.0008 -0.0107 0.0348 0.000
H -2.566151 -5.507744 2.173502 0.0165 0.0161 -0.0153 0.000
H -1.117126 -2.922181 3.571099 -0.0035 0.0232 0.0060 0.000
H -2.866544 -2.647881 3.569423 0.0320 -0.0060 0.0112 0.000
H -1.758098 -1.400939 2.951048 -0.0282 0.0160 0.0034 0.001
H -4.048953 -3.536848 -0.210194 -0.0410 0.0331 0.0273 0.000
H -4.356770 -2.247823 0.966200 0.0575 0.0122 -0.0186 0.000
H -4.403259 -3.936504 1.479996 -0.0242 -0.0030 -0.0109 0.000
H 2.703929 -3.039508 2.763613 -0.0148 -0.0611 0.0208 0.000
H 1.195249 -3.919222 3.036955 -0.0096 0.0160 -0.0046 0.000
H 1.168602 -2.164825 2.896124 0.0035 0.0177 -0.0632 -0.001
H 3.186251 -1.628159 -0.213205 -0.0460 -0.1862 0.0291 -0.001
H 3.194304 -3.134734 -1.123767 0.0108 -0.0375 -0.0099 0.000
H 3.871144 -3.105112 0.504665 0.0270 -0.0108 -0.0112 0.000
H 1.285767 -5.719503 1.208639 -0.0008 0.0182 0.0133 0.000
H 2.473090 -5.420465 -0.062306 -0.0207 0.0009 0.0084 0.001
H 0.748653 -5.467370 -0.441036 -0.0029 0.0255 -0.0322 -0.002
```
Forces are in eV/Å.

For the LUMO energy (spin up / spin down), the calculation gives 1.85 / 1.85 eV. Its total charge is -1. As for the multiplicity: 4. The value obtained for the gap between HOMO and LUMO (spin up / spin down) is 6.0 / 6.5 eV. The value obtained for the highest occupied orbital energy (spin up / spin down) is -4.12 / -4.63 eV. As for the largest force on an atom: 0.8 eV/Å.